The following is a quantum chemistry calculation of a molecular structure, C62H39Cl3N8O4STi at a distorted geometry, from OMol25.

Each line ends with the Löwdin charge.
CARTESIAN COORDINATES (ANGSTROEM)
Ti1 -0.09 -0.16 -0.24  1.17
C1 -7.48 2.15 1.13  -0.12
C2 -7.07 1.09 0.32  -0.10
C3 -5.73 0.87 0.09  -0.03
C4 -4.75 1.68 0.67  -0.19
C5 -5.17 2.76 1.44  -0.05
C6 -6.52 2.99 1.67  -0.11
C7 -3.35 1.34 0.43  -0.10
C8 -2.46 1.12 1.48  -0.24
C9 -2.73 1.47 2.84  0.00
C10 -1.62 1.18 3.57  -0.02
C11 -0.70 0.51 2.67  -0.37
C12 -0.01 -0.79 3.16  -0.20
C13 -0.06 -1.24 4.58  -0.24
C14 -1.26 -1.34 5.26  -0.06
C15 -1.28 -1.80 6.57  -0.10
C16 -0.11 -2.19 7.18  -0.12
C17 1.09 -2.15 6.48  -0.10
C18 1.11 -1.67 5.19  -0.08
C19 -0.08 -1.93 2.25  -0.22
N1 -0.25 -1.88 0.90  0.02
C20 -0.16 -3.19 0.47  -0.23
C21 0.04 -3.59 -0.86  -0.10
C22 0.48 -4.98 -1.11  -0.20
C23 -0.39 -5.97 -1.55  -0.03
C24 0.06 -7.26 -1.76  -0.11
C25 1.39 -7.58 -1.55  -0.13
C26 2.27 -6.60 -1.13  -0.09
C27 1.82 -5.31 -0.90  -0.01
C28 0.05 -2.71 -1.95  -0.27
C29 0.45 -3.05 -3.27  -0.03
C30 0.29 -1.93 -4.03  -0.05
C31 -0.26 -0.93 -3.19  -0.32
N2 -0.35 -1.40 -1.90  0.02
C32 -0.81 0.31 -3.58  -0.13
C33 -1.67 0.96 -2.67  -0.27
C34 -2.78 1.75 -3.08  -0.02
C35 -3.59 1.89 -1.99  -0.03
C36 -2.92 1.24 -0.91  -0.26
N3 -1.76 0.68 -1.33  0.04
C37 -0.70 0.89 -4.92  -0.17
C38 -0.85 0.16 -6.10  -0.04
C39 -0.78 0.78 -7.33  -0.11
C40 -0.54 2.14 -7.43  -0.13
C41 -0.40 2.88 -6.26  -0.09
C42 -0.49 2.27 -5.03  -0.06
C43 -0.09 -4.06 1.57  -0.03
C44 -0.03 -3.27 2.70  -0.03
N4 -1.21 0.57 1.36  0.03
H1 -8.53 2.32 1.31  0.09
H2 -7.81 0.44 -0.12  0.09
H3 -5.41 0.04 -0.53  0.12
H4 -4.44 3.45 1.84  0.11
H5 -6.83 3.84 2.27  0.09
H6 -3.65 1.89 3.20  0.10
H7 -1.47 1.35 4.62  0.05
H8 -2.17 -1.05 4.76  0.12
H9 -2.23 -1.86 7.10  0.10
H10 -0.13 -2.53 8.21  0.09
H11 2.00 -2.49 6.95  0.10
H12 2.04 -1.64 4.63  0.13
H13 -1.43 -5.73 -1.71  0.11
H14 -0.62 -8.03 -2.10  0.09
H15 1.75 -8.59 -1.71  0.08
H16 3.32 -6.83 -0.97  0.10
H17 2.50 -4.53 -0.60  0.10
H18 0.82 -4.02 -3.58  0.10
H19 0.54 -1.81 -5.07  0.09
H20 -2.96 2.10 -4.08  0.10
H21 -4.52 2.42 -1.91  0.10
H22 -1.08 -0.89 -6.05  0.10
H23 -0.91 0.19 -8.23  0.09
H24 -0.49 2.62 -8.39  0.08
H25 -0.21 3.95 -6.32  0.09
H26 -0.36 2.85 -4.13  0.09
H27 -0.06 -5.14 1.53  0.10
H28 0.04 -3.61 3.72  0.10
Cl1 0.55 1.14 6.07  0.80
C45 1.79 1.42 4.89  -0.52
C46 2.93 2.00 5.41  -0.15
C47 3.95 2.46 4.59  -0.10
C48 3.74 2.44 3.21  -0.11
C49 2.60 1.85 2.70  -0.51
Cl2 2.27 1.94 1.00  0.89
C50 1.64 1.17 3.50  -0.22
N5 0.75 0.40 2.78  0.08
H29 3.01 2.11 6.49  0.09
H30 4.85 2.87 5.00  0.09
H31 4.45 2.88 2.54  0.10
O1 2.44 -0.90 1.09  -0.07
N6 1.77 -0.98 0.03  -0.29
O2 4.03 -2.96 -1.29  0.06
C51 3.56 -1.83 -1.27  -0.41
N7 2.27 -1.52 -0.99  0.06
S1 1.84 0.54 -2.50  0.92
O3 1.83 1.69 -3.41  -0.43
O4 1.05 0.96 -1.23  -0.62
C52 3.67 0.56 -2.05  -0.21
C53 4.43 1.61 -2.54  -0.08
C54 5.79 1.49 -2.74  -0.09
C55 6.42 0.28 -2.46  -0.10
C56 5.69 -0.78 -1.97  -0.03
C57 4.31 -0.64 -1.76  -0.13
H32 3.90 2.51 -2.83  0.10
H33 6.36 2.32 -3.13  0.09
H34 7.48 0.17 -2.65  0.09
H35 6.14 -1.74 -1.76  0.11
Cl3 0.27 5.82 -2.59  0.66
C58 0.01 5.05 -1.06  -0.64
C59 0.08 5.80 0.11  -0.10
C60 -0.15 5.13 1.30  -0.06
C61 -0.43 3.78 1.26  -0.15
N8 -0.50 3.07 0.14  0.08
C62 -0.27 3.70 -1.01  -0.14
H36 0.28 6.86 0.08  0.09
H37 -0.12 5.65 2.24  0.10
H38 -0.63 3.23 2.17  0.10
H39 -0.31 3.08 -1.90  0.09

Computed properties:
Total charge: -2
Kohn-Sham gap (spin up / spin down) (hartree): 0.12039 / 0.19098
Multiplicity: 3
Energy (a.u.): -5753.29291
⟨S²⟩: 2.06